No. 1
A cluster of 6 separate species, C13H37FN2O8S6 in total, computed with the ωB97M-V functional and the def2-TZVPD basis.

Output
Orbital gap: 8.80 eV
HOMO: -8.59 eV
Charge: 0

Last column: Löwdin charge in e.
Atoms and positions in Å:
N  1.336  -0.091  4.076  0.15
C  1.507  1.084  3.341  -0.52
O  2.201  1.079  2.356  0.07
C  0.820  2.372  3.761  -0.09
C  -0.714  2.388  3.699  -0.19
N  -1.334  1.221  4.389  -0.12
S  -2.320  0.256  3.523  0.55
O  -2.061  0.414  2.136  -0.25
O  -2.361  -1.032  4.117  -0.23
F  -3.703  0.925  3.816  -0.17
H  0.813  -0.756  3.509  0.11
H  0.799  0.062  4.919  0.08
H  1.146  2.680  4.758  0.12
H  1.186  3.123  3.060  0.12
H  -1.056  3.277  4.232  0.12
H  -1.063  2.489  2.674  0.11
H  -1.857  1.553  5.194  0.12
C  -1.630  0.804  -1.938  -0.26
S  -0.414  1.929  -1.248  0.81
O  0.223  2.636  -2.392  -0.56
C  0.723  0.661  -0.692  -0.26
H  -2.426  1.404  -2.375  0.05
H  -1.160  0.192  -2.709  0.05
H  -2.032  0.180  -1.140  0.05
H  1.040  0.041  -1.530  0.05
H  0.233  0.053  0.068  0.05
H  1.582  1.165  -0.252  0.04
C  2.241  0.976  -4.359  -0.27
S  2.304  0.725  -6.130  0.81
O  0.915  0.401  -6.566  -0.56
C  3.189  -0.839  -6.051  -0.27
H  1.683  1.887  -4.153  0.03
H  1.737  0.127  -3.895  0.05
H  3.256  1.074  -3.972  0.06
H  2.621  -1.547  -5.445  0.04
H  4.175  -0.672  -5.617  0.05
H  3.294  -1.214  -7.067  0.05
C  -0.145  -3.005  -5.993  -0.27
S  -0.375  -3.368  -4.256  0.79
O  0.948  -3.159  -3.606  -0.57
C  -0.595  -5.141  -4.439  -0.27
H  0.058  -1.935  -6.064  0.02
H  0.704  -3.573  -6.374  0.06
H  -1.049  -3.246  -6.553  0.06
H  0.283  -5.565  -4.926  0.06
H  -1.493  -5.334  -5.025  0.05
H  -0.708  -5.565  -3.443  0.05
C  -6.011  4.229  3.695  -0.26
S  -4.651  3.720  2.636  0.79
O  -3.481  4.565  2.998  -0.55
C  -5.342  4.382  1.117  -0.26
H  -5.758  3.950  4.715  0.05
H  -6.139  5.309  3.626  0.06
H  -6.919  3.712  3.388  0.06
H  -5.519  5.451  1.234  0.06
H  -6.269  3.859  0.886  0.06
H  -4.616  4.211  0.325  0.05
C  4.210  -2.103  2.864  -0.27
S  3.241  -3.603  2.681  0.79
O  2.370  -3.707  3.881  -0.56
C  4.603  -4.750  2.926  -0.28
H  3.530  -1.256  2.790  0.02
H  4.694  -2.106  3.841  0.06
H  4.950  -2.054  2.065  0.05
H  5.059  -4.566  3.899  0.06
H  5.332  -4.620  2.127  0.05
H  4.195  -5.758  2.892  0.05

---

No. 2
A structure of composition C42H29CeF5N7O9S2 at a distorted geometry, computed with the ωB97M-V functional and the def2-TZVPD basis.

Output
Orbital gap: 7.11 eV
HOMO: -6.10 eV
ΔE to the lowest compared entry with this formula, charge and spin: 1.766 eV
Charge: -1

Last column: Löwdin charge in e.
Atoms and positions in Å:
Ce  0.126  -0.632  1.053  1.08
C  -3.096  1.452  -0.683  0.01
C  -3.275  0.563  0.582  -0.29
N  -2.900  1.046  1.668  0.08
N  -3.189  0.212  2.705  -0.07
C  -2.268  -0.119  3.535  -1.01
S  -0.544  0.446  3.543  0.59
S  -2.640  -1.299  4.808  0.91
C  -4.461  -1.274  4.799  -0.42
C  -4.943  -2.685  5.075  -0.31
C  -4.838  -3.249  6.369  -0.06
C  -5.090  -4.600  6.471  -0.11
C  -5.383  -5.408  5.387  -0.11
C  -5.530  -4.830  4.153  -0.10
C  -5.286  -3.489  3.989  -0.05
C  -3.825  -0.821  0.342  -0.08
C  -5.180  -1.017  0.015  -0.03
C  -5.662  -2.269  -0.020  -0.12
C  -4.855  -3.391  0.180  -0.08
C  -3.523  -3.192  0.411  -0.03
C  -3.011  -1.954  0.430  -0.30
O  -1.664  -1.750  0.543  -0.28
H  -4.069  1.620  -1.162  0.08
H  -2.749  2.297  -0.200  0.05
H  -2.446  1.052  -1.439  0.07
H  -4.903  -0.673  5.641  0.09
H  -4.832  -0.860  3.855  0.07
H  -4.683  -2.684  7.279  0.11
H  -4.873  -5.083  7.471  0.12
H  -5.536  -6.494  5.512  0.11
H  -5.843  -5.434  3.321  0.10
H  -5.395  -3.009  3.015  0.11
H  -5.816  -0.173  -0.165  0.11
H  -6.676  -2.491  -0.254  0.09
H  -5.186  -4.404  0.274  0.10
H  -2.905  -3.999  0.616  0.11
O  3.156  1.797  2.748  0.09
C  2.435  1.461  1.810  -0.49
O  2.049  0.197  1.535  -0.21
C  1.967  2.447  0.797  -0.02
C  2.763  3.611  0.753  0.10
C  2.577  4.567  -0.236  -0.13
C  1.465  4.497  -1.050  0.05
C  0.712  3.348  -1.078  -0.04
C  0.894  2.275  -0.102  -0.26
O  0.130  1.273  -0.065  -0.17
N  -0.243  3.203  -2.200  -0.36
O  -0.047  2.268  -2.928  0.08
O  -1.056  4.084  -2.332  0.10
N  3.316  5.854  -0.318  -0.36
O  3.030  6.669  -1.149  0.06
O  4.165  6.030  0.531  0.08
H  3.615  3.502  1.314  0.10
H  1.263  5.364  -1.763  0.16
C  5.542  6.757  -3.138  -0.05
C  4.862  5.452  -3.202  -0.32
C  3.892  5.245  -4.187  -0.03
C  3.211  4.000  -4.281  -0.01
C  3.626  2.950  -3.458  -0.23
N  3.089  1.588  -3.655  0.13
C  3.959  0.546  -3.914  -0.58
O  5.140  0.654  -3.982  0.09
N  3.285  -0.642  -4.153  0.11
C  2.082  -1.048  -3.548  -0.22
C  1.169  -1.861  -4.255  0.01
C  0.056  -2.311  -3.565  -0.04
C  -0.137  -1.934  -2.237  -0.11
N  0.722  -1.215  -1.536  0.03
C  1.800  -0.730  -2.205  -0.03
C  4.702  3.043  -2.573  0.00
C  5.295  4.349  -2.459  -0.03
H  5.657  7.186  -4.152  0.10
H  6.504  6.664  -2.729  0.06
H  4.924  7.332  -2.454  0.07
H  3.624  6.043  -4.803  0.09
H  2.347  3.783  -4.944  0.12
H  2.065  1.427  -3.759  0.13
H  3.975  -1.397  -4.262  0.16
H  1.272  -2.096  -5.331  0.13
H  -0.740  -2.856  -4.123  0.12
H  -0.965  -2.300  -1.622  0.11
H  2.519  -0.146  -1.665  0.13
H  5.117  2.155  -2.055  0.13
H  6.168  4.362  -1.785  0.12
F  -0.498  -3.616  2.818  0.07
C  0.584  -3.854  2.036  -0.22
C  1.225  -2.868  1.304  -0.08
C  2.262  -3.305  0.505  -0.22
F  2.945  -2.425  -0.280  0.05
C  2.810  -4.579  0.493  -0.19
F  3.915  -4.901  -0.151  0.13
C  2.257  -5.446  1.350  -0.15
F  2.819  -6.661  1.492  0.10
C  1.125  -5.164  2.132  -0.14
F  0.552  -6.032  2.948  0.12

---

No. 3
A structure of composition C33H35F4N3OPTa at a distorted geometry, computed with the ωB97M-V functional and the def2-TZVPD basis.

Output
Orbital gap (alpha / beta): 6.22 / 6.22 eV
HOMO (alpha / beta): -12.78 / -12.78 eV
ΔE to the lowest compared entry with this formula, charge and spin: 2.792 eV
Charge: +2

Last column: Löwdin charge in e.
Atoms and positions in Å:
Ta  0.795  -0.359  -0.106  1.78
C  5.525  0.227  -0.292  -0.05
C  4.103  -0.232  -0.006  -0.22
N  3.057  0.433  -0.841  -0.24
C  3.328  0.325  -2.305  -0.21
C  3.582  -1.083  -2.799  -0.06
C  2.873  1.857  -0.492  -0.17
C  2.337  2.028  0.911  -0.17
N  1.600  0.818  1.260  -0.18
C  1.506  0.519  2.637  -0.18
C  1.349  -0.810  2.981  -0.16
F  1.218  -1.692  1.924  0.00
C  1.307  -1.272  4.274  -0.21
F  1.170  -2.573  4.497  0.14
C  1.411  -0.368  5.315  0.11
C  1.512  0.973  4.998  -0.20
F  1.561  1.881  5.962  0.14
C  1.544  1.424  3.685  -0.17
F  1.562  2.738  3.455  0.12
H  6.195  -0.229  0.436  0.10
H  5.638  1.308  -0.205  0.08
H  5.866  -0.071  -1.284  0.08
H  3.857  -0.045  1.037  0.11
H  4.018  -1.308  -0.164  0.12
H  4.199  0.937  -2.553  0.13
H  2.465  0.762  -2.808  0.10
H  4.554  -1.458  -2.477  0.08
H  3.582  -1.083  -3.889  0.10
H  2.829  -1.767  -2.451  0.02
H  2.197  2.274  -1.231  0.09
H  3.806  2.419  -0.568  0.14
H  1.719  2.925  0.942  0.13
H  3.140  2.176  1.636  0.13
H  1.408  -0.698  6.345  0.16
C  -6.203  -2.313  0.517  -0.04
C  -5.805  -1.164  1.179  -0.05
C  -4.513  -0.676  1.025  -0.06
C  -3.612  -1.343  0.197  -0.33
C  -4.011  -2.519  -0.449  -0.09
C  -5.306  -2.987  -0.304  -0.05
P  -1.918  -0.719  0.062  1.07
C  -1.856  0.723  1.139  -0.42
C  -2.195  2.040  0.796  -0.05
C  -2.215  3.019  1.768  -0.04
C  -1.919  2.703  3.095  -0.03
C  -1.585  1.407  3.444  -0.06
C  -1.543  0.420  2.465  -0.13
C  -1.678  -0.140  -1.668  -0.55
C  -2.791  0.731  -2.186  -0.07
C  -2.550  1.886  -2.795  -0.06
C  -1.183  2.382  -2.900  -0.04
C  -0.158  1.780  -2.270  -0.12
C  -0.301  0.510  -1.587  -0.31
H  -7.205  -2.697  0.653  0.12
H  -6.496  -0.642  1.828  0.12
H  -4.225  0.227  1.546  0.10
H  -3.325  -3.085  -1.061  0.09
H  -5.611  -3.889  -0.817  0.12
H  -2.462  2.289  -0.221  0.10
H  -2.486  4.033  1.503  0.12
H  -1.965  3.472  3.856  0.12
H  -1.367  1.157  4.474  0.12
H  -1.327  -0.606  2.747  0.11
H  -3.801  0.350  -2.085  0.13
H  -3.362  2.469  -3.209  0.12
H  -0.994  3.280  -3.476  0.12
H  0.806  2.258  -2.330  0.07
N  1.162  -3.435  -3.150  0.26
C  0.587  -2.378  -2.618  -0.47
O  0.903  -2.032  -1.442  -0.18
C  -0.437  -1.630  -3.402  -0.06
C  -1.667  -1.470  -2.510  -0.14
H  1.843  -3.960  -2.619  0.15
H  0.906  -3.770  -4.065  0.15
H  -0.687  -2.149  -4.326  0.14
H  -0.004  -0.666  -3.679  0.14
H  -1.692  -2.326  -1.835  0.08
H  -2.569  -1.516  -3.117  0.13

---

| no. | calculated total energy (eV) |
| --- | --- |
| 1 | -101166.431 |
| 2 | -121067.693 |
| 3 | -63001.613 |